This record from OMol25 describes a cluster of 2 separate species, C3H12NO6P2 in total in a non-equilibrium geometry. The level of theory is wB97M-V/def2-TZVPD.

Summary:
Kohn-Sham gap = 7.8273 eV
highest occupied orbital energy = -4.57 eV
LUMO level = 0.1197 hartree

ORCA input file:
```
! RIJCOSX wB97M-V def2-TZVPD def2/J DEFGRID3
* xyz -1 1
H -0.786 -1.677 1.224
P -1.599 1.867 -0.458
C -2.435 -1.405 -0.060
O -2.335 -2.146 -0.961
O 0.642 0.928 1.183
O 4.668 -0.357 -0.015
H -0.623 -0.323 -1.555
H 4.499 -0.951 0.723
H 1.764 -1.174 0.608
H 4.081 0.392 0.157
H -1.953 1.942 -1.844
H -1.725 -0.243 1.496
H 1.971 -1.025 -1.121
O -3.707 -1.004 0.359
O 2.613 1.671 0.892
O -1.182 3.239 -0.023
C -1.297 -0.870 0.716
N 1.477 1.993 1.034
H 0.795 1.062 -1.168
C 1.229 -1.161 -0.336
H -2.769 1.517 0.282
H 0.769 -2.130 -0.489
P -0.062 0.238 -0.341
H -4.036 -0.383 -0.303
*
```